Entry 1:
This record from the Open Molecules 2025 dataset describes a molecular structure, C55H47AsGeIInN7O4S. The level of theory is ωB97M-V with the def2-TZVPD basis set.

LUMO level in eV: -3.882
Charge: +1
Energy in Ha: -8006.78654
E_HOMO in eV: -9.60
Energy relative to the best compared isomer or geometry (same formula, charge and spin) in kcal per mole: 0.00
Multiplicity: 1

Element x y z (Å)
In (15.6843, 17.5415, 13.4693)
N (10.4762, 15.7486, 13.5640)
C (11.7592, 15.9545, 13.2086)
N (12.6058, 16.7167, 13.8850)
C (12.2870, 17.2159, 15.0858)
N (13.1300, 17.8252, 15.8679)
N (14.4047, 17.8379, 15.5054)
C (15.2367, 18.3194, 16.4660)
C (16.5151, 18.9006, 16.1782)
C (17.2515, 19.4796, 17.2693)
C (18.3744, 20.2837, 17.0358)
C (18.7699, 20.4720, 15.6916)
C (18.0771, 19.7725, 14.6663)
N (17.0739, 18.9107, 14.9083)
C (10.8923, 17.1105, 15.5534)
C (10.3402, 17.8303, 16.5815)
C (8.9683, 17.8866, 16.8525)
C (8.0912, 17.0999, 16.0797)
C (8.6777, 16.2412, 15.1481)
C (10.0459, 16.2756, 14.8170)
H (10.0013, 14.9557, 13.1666)
H (12.1545, 15.4650, 12.3056)
H (14.7172, 18.4473, 17.4579)
H (16.9229, 19.3621, 18.3225)
H (18.9774, 20.6208, 17.8550)
H (19.6788, 21.0849, 15.4024)
H (18.2515, 19.9944, 13.5893)
H (10.9230, 18.5312, 17.2177)
H (8.6355, 18.4461, 17.7160)
H (7.0397, 17.1444, 16.2524)
H (8.0265, 15.6657, 14.4808)
N (19.0335, 16.2994, 12.5872)
C (18.5116, 17.3743, 11.9085)
O (17.2511, 17.6159, 11.9334)
C (19.4072, 18.2456, 11.1650)
I (19.1729, 17.8557, 9.1037)
H (18.4491, 15.6966, 13.2094)
H (20.0027, 16.1183, 12.4452)
H (20.5218, 18.1391, 11.3455)
H (18.9216, 19.2607, 11.3327)
C (17.6262, 19.8754, 4.8981)
C (16.9034, 20.5600, 5.8505)
C (16.2191, 19.7928, 6.8847)
C (16.3306, 18.4214, 6.9633)
C (17.1902, 17.7604, 6.0180)
C (17.7886, 18.5088, 4.9870)
As (15.4287, 17.4437, 8.4413)
C (13.6992, 18.0446, 7.8373)
C (13.0710, 19.2364, 8.1221)
C (12.0079, 19.6694, 7.3103)
C (11.5536, 18.9443, 6.2089)
C (12.0605, 17.6498, 6.0150)
C (13.1499, 17.2265, 6.7903)
C (13.7161, 15.8930, 6.6906)
C (13.3378, 14.8373, 5.8148)
C (14.0925, 13.6592, 5.7387)
C (15.2867, 13.5518, 6.4569)
C (15.7297, 14.6063, 7.2520)
C (14.9580, 15.8037, 7.3560)
H (18.1669, 20.4745, 4.1438)
H (16.9014, 21.6806, 5.9719)
H (15.5785, 20.3538, 7.5861)
H (17.2720, 16.7062, 6.0472)
H (18.4452, 18.0992, 4.2629)
H (13.3784, 19.9349, 8.8753)
H (11.5310, 20.6556, 7.5101)
H (10.8272, 19.4117, 5.5350)
H (11.6451, 16.9332, 5.3053)
H (12.3908, 14.8420, 5.2472)
H (13.7799, 12.9411, 4.9633)
H (15.8349, 12.6284, 6.3310)
H (16.5986, 14.5484, 7.9061)
O (14.3922, 20.8316, 13.9793)
S (13.8072, 20.1485, 12.8038)
N (14.2770, 18.8012, 12.2718)
O (16.5606, 15.5105, 14.1696)
C (15.7076, 14.8721, 13.4323)
O (14.8110, 15.5038, 12.7727)
C (15.6106, 13.3544, 13.5062)
C (16.2257, 12.6497, 12.2737)
Ge (17.8643, 11.5720, 12.4930)
C (18.6978, 11.2448, 10.8098)
C (18.2608, 10.2977, 9.8731)
C (18.8425, 10.2228, 8.6078)
C (19.8975, 11.0585, 8.2617)
C (20.3870, 11.9993, 9.2263)
C (19.7394, 12.0949, 10.4246)
C (19.2404, 12.4059, 13.6534)
C (18.9123, 13.4499, 14.5386)
C (19.8719, 13.8695, 15.4528)
C (21.1124, 13.2569, 15.5110)
C (21.5198, 12.3455, 14.5075)
C (20.5527, 11.9192, 13.6111)
C (17.4509, 9.8120, 13.2286)
C (16.6273, 9.6568, 14.3439)
C (16.5880, 8.4684, 14.9476)
C (17.2417, 7.3325, 14.4742)
C (17.9551, 7.4470, 13.2698)
C (18.0652, 8.7059, 12.6543)
H (14.5631, 13.1250, 13.5575)
H (16.0794, 12.9704, 14.4390)
H (16.6456, 13.4055, 11.6082)
H (15.5379, 12.0612, 11.6714)
H (17.5383, 9.5740, 10.1516)
H (18.4063, 9.5674, 7.8234)
H (20.3762, 10.8762, 7.2732)
H (21.3143, 12.5568, 9.0397)
H (20.1074, 12.7510, 11.1932)
H (17.8602, 13.7720, 14.6343)
H (19.4644, 14.5258, 16.1806)
H (21.7405, 13.4431, 16.3618)
H (22.5547, 11.9571, 14.5264)
H (20.7496, 11.1344, 12.8547)
H (16.0456, 10.4674, 14.7498)
H (16.0510, 8.3556, 15.9079)
H (16.9916, 6.3865, 14.9471)
H (18.4067, 6.5469, 12.8359)
H (18.6931, 8.8385, 11.7843)

These are the Mulliken partial charges, in e, on atoms 1 to 99: atom 1 (In): 2.11, atom 2 (N): -0.03, atom 3 (C): -0.56, atom 4 (N): 0.00, atom 5 (C): 0.17, atom 6 (N): -0.98, atom 7 (N): 0.59, atom 8 (C): -0.85, atom 9 (C): 0.98, atom 10 (C): -1.03, atom 11 (C): -0.29, atom 12 (C): -0.74, atom 13 (C): -0.08, atom 14 (N): 0.07, atom 15 (C): 0.69, atom 16 (C): -0.33, atom 17 (C): -0.65, atom 18 (C): -0.58, atom 19 (C): -0.64, atom 20 (C): 0.15, atom 21 (H): 0.34, atom 22 (H): 0.56, atom 23 (H): 0.38, atom 24 (H): 0.42, atom 25 (H): 0.45, atom 26 (H): 0.34, atom 27 (H): 0.34, atom 28 (H): 0.32, atom 29 (H): 0.39, atom 30 (H): 0.44, atom 31 (H): 0.32, atom 32 (N): 0.09, atom 33 (C): 0.25, atom 34 (O): -0.66, atom 35 (C): -0.84, atom 36 (I): 0.20, atom 37 (H): -0.06, atom 38 (H): 0.22, atom 39 (H): 0.49, atom 40 (H): 0.19, atom 41 (C): -0.45, atom 42 (C): -0.58, atom 43 (C): -0.35, atom 44 (C): 0.46, atom 45 (C): -0.32, atom 46 (C): -0.61, atom 47 (As): 0.36, atom 48 (C): -0.15, atom 49 (C): -0.27, atom 50 (C): -0.55, atom 51 (C): -0.75, atom 52 (C): -0.63, atom 53 (C): 0.60, atom 54 (C): 0.49, atom 55 (C): -0.50, atom 56 (C): -0.64, atom 57 (C): -0.56, atom 58 (C): -0.63, atom 59 (C): 0.04, atom 60 (H): 0.31, atom 61 (H): 0.32, atom 62 (H): 0.23, atom 63 (H): 0.52, atom 64 (H): 0.43, atom 65 (H): 0.54, atom 66 (H): 0.33, atom 67 (H): 0.38, atom 68 (H): 0.33, atom 69 (H): 0.26, atom 70 (H): 0.35, atom 71 (H): 0.46, atom 72 (H): 0.60, atom 73 (O): -0.50, atom 74 (S): 0.36, atom 75 (N): -0.41, atom 76 (O): -1.01, atom 77 (C): 0.92, atom 78 (O): -0.75, atom 79 (C): -0.63, atom 80 (C): -0.94, atom 81 (Ge): 1.82, atom 82 (C): 0.16, atom 83 (C): -0.39, atom 84 (C): -0.87, atom 85 (C): -0.49, atom 86 (C): -0.90, atom 87 (C): -0.35, atom 88 (C): -0.11, atom 89 (C): -0.21, atom 90 (C): -0.74, atom 91 (C): -0.59, atom 92 (C): -0.79, atom 93 (C): -0.02, atom 94 (C): 0.53, atom 95 (C): -0.63, atom 96 (C): -0.35, atom 97 (C): -0.71, atom 98 (C): -0.67, atom 99 (C): -0.59

---

Entry 2:
This record from the Open Molecules 2025 dataset describes a molecular structure, C55H48AuCl2N2O3P2Te2. The level of theory is ωB97M-V with the def2-TZVPD basis set.

LUMO level (alpha / beta) in eV: 0.027 / -2.285
Energy in Ha: -4734.57968
E_HOMO (alpha / beta) in eV: -7.35 / -7.85
Multiplicity: 4

Element x y z (Å)
Au (-1.8199, 0.0842, -0.1448)
Te (0.2871, 4.7197, 0.9105)
C (0.4858, 4.9236, 2.9933)
C (-0.5391, 4.5459, 3.8490)
C (-0.3536, 4.7034, 5.2146)
N (0.7447, 5.2155, 5.7596)
C (1.7099, 5.5930, 4.9278)
C (1.6373, 5.4643, 3.5483)
C (-0.5013, 2.7880, 1.0012)
P (-1.9960, 2.3923, 0.0832)
C (-1.7925, 3.2335, -1.5228)
C (-2.9082, 3.7199, -2.2011)
C (-2.7663, 4.3032, -3.4497)
C (-1.5106, 4.4125, -4.0301)
C (-0.3972, 3.9262, -3.3611)
C (-0.5382, 3.3336, -2.1171)
C (-3.4479, 3.1690, 0.8162)
C (-3.4884, 4.5365, 1.1056)
C (-4.6381, 5.0935, 1.6337)
C (-5.7580, 4.2990, 1.8632)
C (-5.7227, 2.9481, 1.5637)
C (-4.5681, 2.3779, 1.0399)
P (0.5606, 1.3974, 1.1692)
C (0.2088, 0.4798, 2.6928)
C (0.9597, -0.6685, 2.9333)
C (0.8101, -1.3581, 4.1233)
C (-0.0972, -0.9116, 5.0750)
C (-0.8583, 0.2203, 4.8295)
C (-0.7080, 0.9158, 3.6396)
C (2.2569, 1.9670, 1.4354)
C (2.7271, 2.3735, 2.6824)
C (4.0145, 2.8668, 2.8073)
C (4.8415, 2.9452, 1.6934)
C (4.3880, 2.5157, 0.4553)
C (3.0977, 2.0237, 0.3282)
H (-1.4707, 4.1427, 3.4700)
H (-1.1368, 4.4064, 5.9036)
H (2.5992, 6.0114, 5.3864)
H (2.4756, 5.7637, 2.9336)
H (-3.8913, 3.6461, -1.7526)
H (-3.6388, 4.6785, -3.9673)
H (-1.4011, 4.8757, -5.0008)
H (0.5843, 4.0046, -3.8089)
H (0.3377, 2.9387, -1.6145)
H (-2.6279, 5.1660, 0.9115)
H (-4.6643, 6.1510, 1.8613)
H (-6.6561, 4.7416, 2.2727)
H (-6.5864, 2.3214, 1.7384)
H (-4.5495, 1.3110, 0.8376)
H (1.6867, -1.0092, 2.2025)
H (1.4013, -2.2459, 4.3073)
H (-0.2184, -1.4547, 6.0022)
H (-1.5711, 0.5665, 5.5662)
H (-1.3051, 1.7958, 3.4427)
H (2.0851, 2.3032, 3.5531)
H (4.3752, 3.1898, 3.7753)
H (5.8477, 3.3294, 1.7959)
H (5.0382, 2.5576, -0.4079)
H (2.7404, 1.6755, -0.6348)
Cl (-5.1602, -3.3853, 2.3500)
C (-4.0041, -2.1535, 2.8752)
Cl (-2.5094, -2.9200, 3.4451)
C (-3.7854, -1.0877, 1.7752)
O (-4.7382, -0.7214, 1.1249)
O (-2.5878, -0.6138, 1.7538)
H (-4.4444, -1.6633, 3.7420)
C (-0.0478, -2.4204, -7.0805)
C (0.2296, -2.3034, -5.6085)
C (0.5635, -3.4139, -4.8496)
C (0.8298, -3.3316, -3.4853)
C (1.1842, -4.6076, -2.7736)
C (0.7560, -2.0763, -2.8684)
Te (1.1507, -1.8608, -0.8038)
N (-1.1088, -1.7765, -0.6215)
C (-2.0033, -2.7975, -0.5212)
O (-3.1983, -2.6167, -0.7168)
C (-1.4833, -4.1734, -0.2112)
C (-1.9812, -5.2423, -0.9463)
C (-1.5258, -6.5282, -0.7003)
C (-0.6017, -6.7575, 0.3097)
C (-0.1437, -5.6995, 1.0822)
C (-0.5792, -4.4100, 0.8187)
C (3.0486, -2.9036, -0.9345)
C (3.2725, -3.9624, -0.0643)
C (4.4835, -4.6366, -0.0596)
C (5.4810, -4.2438, -0.9386)
C (5.2614, -3.1813, -1.7991)
C (4.0515, -2.4874, -1.8136)
C (3.8798, -1.3530, -2.7847)
C (0.4046, -0.9415, -3.6064)
C (0.2582, 0.4404, -3.0315)
C (0.1503, -1.0779, -4.9661)
H (0.0408, -3.4521, -7.4156)
H (0.6514, -1.8157, -7.6598)
H (-1.0535, -2.0722, -7.3181)
H (0.6137, -4.3851, -5.3276)
H (0.7803, -5.4584, -3.3218)
H (0.7850, -4.6469, -1.7607)
H (2.2659, -4.7326, -2.7056)
H (-2.7174, -5.0463, -1.7134)
H (-1.9007, -7.3545, -1.2892)
H (-0.2538, -7.7632, 0.5065)
H (0.5469, -5.8817, 1.8963)
H (-0.2537, -3.5857, 1.4412)
H (2.4811, -4.2825, 0.6054)
H (4.6435, -5.4655, 0.6172)
H (6.4324, -4.7595, -0.9514)
H (6.0492, -2.8706, -2.4759)
H (4.8471, -0.9161, -3.0309)
H (3.2421, -0.5623, -2.3837)
H (3.4141, -1.6983, -3.7105)
H (0.5575, 0.5130, -1.9850)
H (-0.7814, 0.7695, -3.0948)
H (0.8591, 1.1537, -3.6009)
H (-0.1265, -0.1961, -5.5341)

These are the Mulliken partial charges, in e, on atoms 1 to 99: atom 1 (Au): 1.24, atom 2 (Te): 0.49, atom 3 (C): 0.26, atom 4 (C): 0.11, atom 5 (C): -0.50, atom 6 (N): -0.64, atom 7 (C): -0.37, atom 8 (C): -0.49, atom 9 (C): -1.67, atom 10 (P): 1.57, atom 11 (C): 0.96, atom 12 (C): -0.90, atom 13 (C): -0.72, atom 14 (C): -0.72, atom 15 (C): -0.81, atom 16 (C): -0.68, atom 17 (C): 0.31, atom 18 (C): -0.22, atom 19 (C): -0.72, atom 20 (C): -0.52, atom 21 (C): -0.60, atom 22 (C): -0.65, atom 23 (P): 1.02, atom 24 (C): 0.93, atom 25 (C): -0.92, atom 26 (C): -0.59, atom 27 (C): -0.81, atom 28 (C): -0.62, atom 29 (C): -0.04, atom 30 (C): -0.07, atom 31 (C): -0.26, atom 32 (C): -0.76, atom 33 (C): -0.65, atom 34 (C): -0.75, atom 35 (C): -0.24, atom 36 (H): 0.38, atom 37 (H): 0.39, atom 38 (H): 0.39, atom 39 (H): 0.40, atom 40 (H): 0.47, atom 41 (H): 0.43, atom 42 (H): 0.41, atom 43 (H): 0.49, atom 44 (H): 0.33, atom 45 (H): 0.35, atom 46 (H): 0.44, atom 47 (H): 0.40, atom 48 (H): 0.50, atom 49 (H): 0.26, atom 50 (H): 0.43, atom 51 (H): 0.42, atom 52 (H): 0.36, atom 53 (H): 0.49, atom 54 (H): 0.32, atom 55 (H): 0.46, atom 56 (H): 0.48, atom 57 (H): 0.40, atom 58 (H): 0.46, atom 59 (H): 0.21, atom 60 (Cl): -0.17, atom 61 (C): 0.16, atom 62 (Cl): -0.11, atom 63 (C): 0.19, atom 64 (O): -0.72, atom 65 (O): -0.22, atom 66 (H): 0.34, atom 67 (C): -1.63, atom 68 (C): 0.59, atom 69 (C): -0.83, atom 70 (C): 0.85, atom 71 (C): -1.50, atom 72 (C): 1.02, atom 73 (Te): 0.90, atom 74 (N): -0.70, atom 75 (C): 0.45, atom 76 (O): -0.62, atom 77 (C): 0.05, atom 78 (C): -0.42, atom 79 (C): -0.75, atom 80 (C): -0.50, atom 81 (C): -1.01, atom 82 (C): 0.23, atom 83 (C): 0.02, atom 84 (C): -0.41, atom 85 (C): -0.70, atom 86 (C): -0.71, atom 87 (C): -0.75, atom 88 (C): 1.20, atom 89 (C): -1.30, atom 90 (C): 0.49, atom 91 (C): -0.84, atom 92 (C): -1.15, atom 93 (H): 0.37, atom 94 (H): 0.33, atom 95 (H): 0.35, atom 96 (H): 0.38, atom 97 (H): 0.52, atom 98 (H): -0.06, atom 99 (H): 0.24